{
  "formula": "CN4OS",
  "method": "ωB97M-V/def2-TZVPD",
  "charge": -2,
  "homo_energy_ev": 0.9,
  "molar_mass_da": 116.1,
  "relative_energy_kj_mol": 95.6,
  "elements": ["C", "N", "N", "N", "N", "O", "S"],
  "coordinates": [[-0.9188, 0.5233, -0.1746], [0.9559, -0.9748, -0.4162], [-0.5290, 1.6179, -0.2412], [1.8962, -0.4538, 0.0255], [3.0082, -0.1805, 0.3425], [-3.4506, -0.2989, 0.3153], [-1.9945, -0.8822, 0.0442]],
  "atomic_forces_ev_per_a": [[-1.224, 0.224, 0.305], [-0.824, 0.021, 0.077], [-0.116, -0.117, -0.060], [2.477, -1.647, -0.586], [-0.952, 0.947, 0.420], [0.837, -0.335, -0.199], [-0.199, 0.908, 0.044]],
  "nbo_charge": [0.07, -0.49, -0.55, 0.17, -0.61, -1.10, 0.51]
}

---

{
  "formula": "CN5O2",
  "method": "ωB97M-V/def2-TZVPD",
  "charge": -1,
  "homo_energy_ev": [-4.8, -5.5],
  "molar_mass_da": 114.0,
  "relative_energy_kj_mol": 725.8,
  "elements": ["C", "N", "N", "N", "N", "N", "O", "O"],
  "coordinates": [[0.3585, -0.4907, -0.3138], [-0.6072, -1.6748, -1.6432], [0.2066, -0.6453, -1.6040], [-0.3709, -1.2704, 0.4837], [-0.8988, -2.0382, -0.3738], [0.2830, 2.2507, 0.9529], [0.0466, 3.2044, 1.7256], [1.1937, 1.4570, 1.1625]],
  "atomic_forces_ev_per_a": [[-0.106, 0.569, 0.438], [-0.579, -1.203, 0.613], [1.167, 1.386, 0.247], [2.193, 2.055, 1.585], [-2.318, -2.325, -2.410], [-0.318, 1.405, 1.399], [0.625, -1.598, -1.279], [-0.665, -0.289, -0.593]],
  "nbo_charge": [0.45, -0.17, -0.42, -0.40, -0.15, 0.37, -0.44, -0.25]
}

---

{
  "formula": "CN6O4",
  "method": "ωB97M-V/def2-TZVPD",
  "homo_energy_ev": -11.4,
  "molar_mass_da": 160.0,
  "relative_energy_kj_mol": 164.1,
  "elements": ["C", "N", "N", "N", "N", "N", "N", "O", "O", "O", "O"],
  "coordinates": [[0.1926, -1.4437, -0.7375], [-0.2135, -0.5810, -1.3401], [-0.0210, 4.0066, -0.8653], [-0.0809, 2.9568, -0.4894], [0.1289, 1.8154, -0.0669], [0.4528, -2.7100, -0.1103], [-0.3832, 0.9796, 0.8725], [-0.5474, -3.3359, 0.1593], [1.6155, -2.9566, 0.0858], [0.3773, 0.0761, 1.2303], [-1.5210, 1.1928, 1.2617]],
  "atomic_forces_ev_per_a": [[0.213, -2.296, 0.610], [-0.646, 1.504, -1.708], [-0.335, -0.306, -0.326], [-0.838, -0.412, 2.045], [3.059, -0.372, -2.114], [-0.206, 0.850, 0.218], [-1.356, 0.347, 1.706], [0.633, -0.127, -0.041], [-0.152, -0.450, 0.066], [-1.108, 1.716, -0.326], [0.736, -0.453, -0.129]],
  "nbo_charge": [0.34, -0.26, 0.07, 0.28, -0.25, 0.48, 0.63, -0.29, -0.29, -0.36, -0.35]
}

---

> What is the formula in the third record?

CN6O4